{"formula": "C5H12NO", "method": "the ωB97M-V functional and the def2-TZVPD basis", "spin_multiplicity": 2, "s_squared": 0.751, "energy_ha": -327.54919, "de_lowest_kcal_mol": 48.88, "lumo_energy_ha": [0.026, 0.019], "gap_ha": [0.152, 0.398], "fmax_ha_per_bohr": 0.0239, "elements": ["C", "O", "C", "C", "C", "C", "N", "H", "H", "H", "H", "H", "H", "H", "H", "H", "H", "H", "H"], "coordinates": [[-1.13426, 0.72538, 0.21092], [-1.92983, 0.67861, 1.38440], [-0.24932, -0.49711, 0.20205], [0.76806, -0.49626, -0.92589], [1.83049, 0.56966, -0.81049], [2.18286, 1.23650, 0.27279], [-1.13977, -1.71850, 0.11698], [-0.49564, 1.61423, 0.21605], [-1.78932, 0.75159, -0.66578], [-2.35862, 1.53810, 1.50714], [0.17722, -0.62116, 1.18255], [1.21226, -1.47932, -1.05087], [0.21578, -0.34432, -1.85432], [2.11996, 1.01920, -1.75572], [1.91060, 0.99035, 1.30160], [2.78823, 2.13309, 0.27282], [-1.97299, -1.55121, 0.72312], [-0.64106, -2.56964, 0.51320], [-1.49464, -1.97920, -0.84055]], "atomic_forces_ev_per_a": [[-0.1, 0.5, 0.1], [-0.1, 0.2, 0.2], [-0.6, -0.5, -0.3], [0.2, 0.0, 0.0], [-0.8, 0.8, -0.4], [0.2, 0.1, 1.2], [-0.1, 0.1, 0.3], [0.0, -0.1, -0.1], [0.2, 0.0, -0.2], [0.1, -0.3, 0.0], [0.5, 0.3, 0.3], [0.1, -0.2, 0.2], [0.0, 0.1, -0.1], [0.3, -0.3, -0.1], [-0.3, -0.3, -0.3], [0.3, -0.1, -0.5], [0.1, -0.2, -0.1], [-0.1, -0.1, -0.1], [0.1, 0.2, 0.0]]}



{"formula": "C3H6O", "method": "the ωB97M-V functional and the def2-TZVPD basis", "smiles": "C=C(C)O", "energy_ha": -193.11515, "de_lowest_kcal_mol": 17.60, "lumo_energy_ha": 0.034, "gap_ha": 0.359, "fmax_ha_per_bohr": 0.0330, "elements": ["C", "C", "C", "O", "H", "H", "H", "H", "H", "H"], "coordinates": [[0.61875, -1.22022, 0.55009], [-0.13430, -0.16804, 0.30159], [0.12632, 0.84855, -0.75358], [-1.23421, 0.04787, 1.09361], [1.53301, -1.55640, 0.11587], [0.28742, -1.98549, 1.24658], [0.88167, 0.47851, -1.45058], [-0.75198, 0.96860, -1.37628], [0.44617, 1.84299, -0.42018], [-1.77284, 0.74363, 0.69289]], "atomic_forces_ev_per_a": [[-0.3, -1.5, 0.7], [0.3, 0.4, 0.2], [0.5, 0.0, -0.7], [-0.2, 0.2, -0.3], [0.4, 0.7, -0.8], [-0.3, 0.4, 0.3], [0.1, 0.0, 0.2], [-0.5, 0.2, -0.1], [-0.2, -0.3, 0.3], [0.1, -0.2, 0.2]]}



{"formula": "C4H7O2", "method": "the ωB97M-V functional and the def2-TZVPD basis", "spin_multiplicity": 3, "s_squared": 2.008, "energy_ha": -306.61070, "de_lowest_kcal_mol": 0.00, "lumo_energy_ha": [-0.158, -0.317], "total_charge": 1, "gap_ha": [0.259, 0.333], "fmax_ha_per_bohr": 0.1974, "elements": ["C", "C", "C", "C", "O", "O", "H", "H", "H", "H", "H", "H", "H"], "coordinates": [[0.61487, 0.30334, 0.39182], [-0.78782, -0.22779, -1.39005], [-1.54654, -1.26472, -1.04550], [1.20814, 1.37603, 1.15215], [0.55295, -0.85352, 1.07488], [0.08196, 0.55798, -0.73375], [0.26705, -1.76315, 0.78420], [-0.74459, 0.06795, -2.50255], [-2.11208, -1.71490, -1.88093], [-1.63742, -1.51089, -0.01120], [2.26330, 1.20603, 1.51203], [1.26277, 2.30084, 0.67728], [0.57740, 1.52280, 1.97162]], "atomic_forces_ev_per_a": [[1.4, -1.9, 3.1], [4.8, 7.3, -5.1], [-3.5, -4.9, 1.7], [2.2, -0.3, 0.5], [-0.3, -0.5, -0.3], [-2.2, -1.8, -3.0], [0.4, 1.7, -0.4], [-0.3, -0.1, 2.0], [0.4, -0.1, 1.0], [-0.8, -0.5, 0.3], [-1.2, -0.4, -0.3], [-0.2, 1.4, -1.4], [-0.8, 0.2, 1.8]]}



{"formula": "C49H104N7O11", "method": "the ωB97M-V functional and the def2-TZVPD basis", "energy_ha": -3139.23510, "lumo_energy_ha": -0.097, "total_charge": 1, "gap_ha": 0.277, "fmax_ha_per_bohr": 0.1789, "elements": ["C", "C", "O", "C", "C", "O", "C", "C", "C", "C", "C", "C", "O", "N", "C", "C", "C", "C", "C", "C", "C", "C", "O", "C", "C", "C", "C", "C", "C", "N", "C", "C", "C", "O", "C", "C", "O", "H", "H", "H", "H", "H", "H", "H", "H", "H", "H", "H", "H", "H", "H", "H", "H", "H", "H", "H", "H", "H", "H", "H", "H", "H", "H", "H", "H", "H", "H", "H", "H", "H", "H", "H", "H", "H", "H", "H", "H", "H", "H", "H", "H", "H", "H", "H", "H", "H", "C", "C", "C", "O", "C", "N", "H", "H", "H", "H", "H", "H", "H", "H", "H", "H", "H", "C", "C", "C", "O", "C", "N", "H", "H", "H", "H", "H", "H", "H", "H", "H", "H", "H", "C", "C", "C", "O", "C", "N", "H", "H", "H", "H", "H", "H", "H", "H", "H", "H", "H", "C", "C", "C", "O", "C", "N", "H", "H", "H", "H", "H", "H", "H", "H", "H", "H", "H", "C", "C", "C", "O", "C", "N", "H", "H", "H", "H", "H", "H", "H", "H", "H", "H", "H"], "coordinates": [[2.67635, 3.58916, 2.95509], [1.85888, 2.29380, 3.62272], [1.64988, 1.19660, 2.62363], [2.97991, 0.64377, 2.22818], [2.86017, -0.89846, 1.66608], [2.40172, -1.87522, 2.70103], [2.98771, -3.16079, 2.21963], [2.14788, -4.49025, 2.68333], [2.45156, -5.09328, 4.21348], [3.47241, -6.39498, 4.03667], [4.92101, -6.00509, 3.37034], [6.06061, -5.54809, 4.50620], [5.70435, -5.74877, 5.78336], [7.40002, -5.00209, 4.06381], [7.59109, -3.54385, 4.42049], [8.29045, -2.52117, 3.32246], [8.51668, -0.91021, 3.66621], [8.03002, -0.25023, 5.08893], [7.30941, -1.23330, 6.20240], [7.12998, -2.84496, 5.85646], [0.92396, -5.55622, 4.71285], [0.10344, -4.33268, 3.92128], [-1.33831, -4.43743, 4.19457], [-1.92323, -3.06462, 4.31270], [-3.54614, -3.16257, 4.52337], [-4.24419, -2.29077, 3.28762], [-4.08128, -2.72613, 6.01087], [-4.52061, -1.13345, 6.12849], [-3.06100, -3.09682, 7.24417], [0.63272, -4.52293, 2.51673], [0.06082, -3.72229, 1.36754], [-1.36764, -4.29430, 0.77669], [-2.06438, -3.31096, -0.35691], [-1.84872, -1.90393, 0.01400], [-0.86922, -1.23621, -0.85706], [0.44458, -1.91859, -1.56144], [-1.05445, 0.09682, -1.05636], [2.11826, 3.84115, 1.93287], [3.80038, 3.27609, 2.78471], [2.61131, 4.55166, 3.65258], [0.78844, 2.64748, 3.97616], [2.40700, 1.88116, 4.58058], [3.79165, 0.75182, 3.06638], [3.33785, 1.32022, 1.32005], [3.92356, -1.18070, 1.22021], [2.01156, -0.89182, 0.84625], [4.11837, -3.14668, 2.59361], [3.05387, -3.17229, 1.03445], [2.58448, -5.33693, 1.96722], [2.91009, -4.27035, 4.90930], [2.92386, -7.11185, 3.25775], [3.55024, -7.01695, 5.03317], [4.85658, -5.21749, 2.50745], [5.34831, -6.99923, 2.87768], [8.17536, -5.53435, 4.52112], [8.65559, -2.88868, 2.26789], [9.03768, -0.19445, 2.89216], [8.20815, 0.89823, 5.30966], [6.94844, -0.74641, 7.21406], [6.63759, -3.49616, 6.71416], [0.75871, -6.65003, 4.26500], [0.80611, -5.63640, 5.87489], [0.55540, -3.34006, 4.40003], [-1.70999, -2.53827, 3.27356], [-1.37535, -2.41720, 5.12505], [-3.88344, -4.28989, 4.34276], [-5.39854, -2.32578, 3.47913], [-3.79880, -1.19793, 3.33155], [-3.90621, -2.74814, 2.26289], [-5.07998, -3.34933, 6.20689], [-5.69827, -1.09399, 5.97512], [-3.94192, -0.43106, 5.37804], [-4.32626, -0.82971, 7.26147], [-3.62562, -2.95686, 8.26528], [-2.15747, -2.31852, 7.20556], [-2.59974, -4.18827, 7.13660], [0.44419, -5.52843, 2.27842], [-0.00959, -2.59472, 1.73786], [0.85432, -3.80484, 0.48020], [-2.12173, -4.29006, 1.70085], [-1.30624, -5.42758, 0.43829], [-3.23877, -3.50151, -0.25672], [-1.79169, -3.58338, -1.46175], [0.39949, -1.61235, -2.71392], [0.45889, -3.09226, -1.54232], [1.47760, -1.53606, -1.16677], [-2.85190, 5.12988, -1.24105], [-2.01860, 3.87664, -1.49876], [-1.17348, 3.95444, -2.79058], [-1.91883, 3.73768, -3.99273], [-2.57916, 4.89149, -4.48979], [-2.90752, 2.70554, -1.50432], [-3.71781, 5.20402, -1.90433], [-3.23638, 5.12746, -0.21446], [-2.24705, 6.03411, -1.36564], [-1.32314, 3.77493, -0.65670], [-0.43192, 3.14762, -2.75577], [-0.60640, 4.89195, -2.84669], [-2.00237, 5.80489, -4.31720], [-3.57161, 4.97572, -4.04333], [-2.71322, 4.76696, -5.56804], [-2.33584, 1.86361, -1.59199], [-3.43542, 2.72856, -2.38170], [-6.30446, -3.01215, -4.95835], [-6.22334, -3.01534, -3.43360], [-4.77495, -2.99486, -2.89434], [-4.10754, -4.25904, -2.95849], [-3.51534, -4.54676, -4.21583], [-6.97550, -4.16876, -2.91830], [-6.03732, -3.97743, -5.39664], [-7.32606, -2.78579, -5.28517], [-5.64436, -2.24891, -5.38347], [-6.71711, -2.10042, -3.08406], [-4.81688, -2.73908, -1.82903], [-4.17548, -2.21222, -3.37578], [-3.11610, -3.65062, -4.69990], [-4.23923, -5.04210, -4.86545], [-2.69048, -5.24545, -4.04984], [-6.98948, -4.11858, -1.89818], [-6.41696, -5.00585, -3.10890], [5.63754, 2.66137, 6.68491], [5.10304, 1.55072, 7.58613], [3.77002, 1.91012, 8.28109], [3.91146, 2.78769, 9.40250], [3.97657, 4.16481, 9.06533], [6.14069, 1.18775, 8.56244], [6.05938, 3.49659, 7.25034], [6.43660, 2.27749, 6.04005], [4.84735, 3.05226, 6.03545], [4.91553, 0.68018, 6.94576], [3.34174, 0.98507, 8.68476], [3.03559, 2.30397, 7.56754], [3.34399, 4.41110, 8.20745], [5.01133, 4.45414, 8.87314], [3.62862, 4.74138, 9.92708], [5.81047, 0.38861, 9.10621], [6.18710, 1.94351, 9.25213], [-3.72067, 4.54828, -8.80426], [-4.79204, 3.78644, -8.02761], [-4.97256, 2.32572, -8.49963], [-5.71856, 2.18970, -9.71318], [-4.95153, 2.35795, -10.89544], [-6.05480, 4.53637, -8.09606], [-4.04595, 4.82422, -9.81089], [-3.46407, 5.47956, -8.28602], [-2.80453, 3.95490, -8.89135], [-4.46815, 3.75565, -6.98012], [-5.55473, 1.79579, -7.73653], [-4.01091, 1.80260, -8.57199], [-3.93508, 1.96794, -10.78818], [-4.92894, 3.41155, -11.17965], [-5.44757, 1.81046, -11.70185], [-6.74408, 4.06740, -7.50588], [-6.42882, 4.41653, -9.04198], [1.67933, 7.44114, -8.86660], [0.60796, 6.67929, -8.08995], [0.42744, 5.21858, -8.56197], [-0.31856, 5.08255, -9.77551], [0.44847, 5.25081, -10.95777], [-0.65480, 7.42923, -8.15840], [1.35405, 7.71708, -9.87322], [1.93593, 8.37242, -8.34835], [2.59547, 6.84776, -8.95368], [0.93185, 6.64851, -7.04246], [-0.15473, 4.68864, -7.79886], [1.38909, 4.69546, -8.63432], [1.46492, 4.86080, -10.85052], [0.47106, 6.30441, -11.24199], [-0.04757, 4.70332, -11.76419], [-1.34408, 6.96025, -7.56822], [-1.02882, 7.30939, -9.10431]], "atomic_forces_ev_per_a": [[-0.7, -0.6, 0.1], [-0.3, 0.9, 0.2], [2.6, 0.4, 1.3], [-0.1, 0.3, -0.9], [-0.6, 1.8, 0.0], [1.7, -1.0, -2.4], [-0.1, 0.4, -0.1], [3.3, -1.2, 0.2], [-0.2, -0.7, -0.3], [-0.7, 0.2, -0.5], [1.0, -0.7, 0.4], [-2.5, -1.1, 5.2], [2.5, 1.3, -7.5], [-1.1, 1.0, 1.5], [0.5, 5.3, 0.7], [-1.1, 1.6, 3.2], [-1.8, -2.0, 3.0], [-0.6, -4.4, -0.9], [1.6, -1.3, -4.1], [1.1, 2.1, -1.7], [1.5, 0.4, -1.2], [-0.4, -1.0, 4.5], [2.4, 1.8, -0.9], [-0.6, 1.0, -1.0], [0.0, -0.4, -0.7], [0.8, -0.2, 1.2], [-0.7, -0.1, 0.5], [-0.4, -0.8, 0.7], [0.5, 0.4, -0.7], [-0.5, -0.8, -0.5], [-0.1, 1.4, -2.1], [-0.7, 0.1, 1.6], [-1.0, -1.6, 0.6], [2.7, -0.1, -3.2], [-1.1, 7.0, -0.4], [-0.4, -0.6, -1.1], [1.3, -9.0, 1.5], [1.4, -0.5, 2.2], [-2.3, 0.9, 0.2], [0.2, -2.3, -1.4], [2.2, -0.8, -1.0], [-0.9, 0.7, -1.9], [-1.7, -0.4, -1.3], [-0.5, -1.6, 1.7], [-2.3, 0.5, 1.0], [1.9, 0.0, 1.4], [-2.5, -0.6, -0.6], [-0.4, 0.0, 2.4], [-1.1, 1.9, 1.3], [-0.9, -1.6, -1.4], [1.2, 1.5, 1.5], [0.2, 1.5, -2.0], [0.1, -1.4, 1.7], [-0.7, 2.1, 1.0], [-1.1, 0.4, -0.3], [-0.8, 0.6, 2.4], [-1.2, -1.8, 1.6], [-0.4, -2.8, -0.5], [0.9, -1.3, -2.2], [1.2, 1.3, -2.2], [-0.1, 2.4, 0.8], [0.1, 0.6, -2.4], [-1.1, -1.8, -1.6], [-0.5, -0.9, 2.1], [-1.0, -1.5, -1.3], [1.0, 2.3, 0.5], [2.2, 0.3, -0.8], [-1.2, -2.1, -0.2], [-0.9, 0.8, 1.9], [2.2, 1.3, -0.5], [2.6, 0.3, 0.1], [-1.3, -1.4, 1.7], [-0.3, -0.4, -2.6], [1.2, -0.4, -2.1], [-1.9, -1.7, 0.3], [-1.1, 2.3, 0.3], [0.0, 1.0, 0.4], [0.1, -2.5, -1.0], [-1.6, 0.3, 2.1], [1.6, -0.1, -2.0], [0.1, 2.4, 0.4], [2.7, 0.5, -0.3], [-0.3, 0.7, 2.2], [0.0, -0.6, 2.6], [-0.2, 2.3, 0.1], [-2.3, -0.4, -0.4], [0.0, 0.2, 0.2], [-0.4, 0.1, -0.4], [0.0, -0.4, 0.0], [0.4, 0.4, 0.3], [-0.2, -0.3, -0.2], [0.3, -0.1, -0.4], [0.1, -0.1, 0.0], [0.1, -0.1, -0.2], [-0.1, -0.1, 0.0], [0.0, -0.1, -0.1], [-0.2, 0.0, -0.1], [-0.2, 0.1, 0.0], [0.0, 0.0, 0.1], [0.0, 0.3, 0.0], [0.1, -0.1, 0.1], [-0.1, 0.1, 0.2], [0.1, 0.1, 0.3], [-0.1, 0.2, -0.2], [0.2, -0.3, -0.2], [-0.2, 0.0, 0.2], [0.2, 0.6, 0.0], [0.0, -0.4, 0.1], [0.4, 0.0, 0.3], [0.0, 0.1, 0.1], [0.2, -0.1, 0.1], [0.0, -0.1, 0.0], [0.1, -0.1, 0.1], [0.0, -0.1, -0.1], [0.0, -0.1, -0.1], [-0.1, 0.0, 0.0], [0.1, 0.1, -0.2], [-0.1, 0.1, 0.1], [-0.2, 0.0, -0.2], [-0.3, 0.2, -0.1], [0.1, 0.0, -0.3], [0.0, 0.5, 0.2], [0.1, -0.2, 0.4], [-0.3, -0.2, -0.7], [0.1, 0.0, 0.4], [-0.3, -0.1, 0.2], [-0.1, -0.1, 0.0], [-0.1, 0.0, 0.2], [0.1, 0.0, 0.1], [-0.1, 0.0, 0.1], [0.1, 0.1, 0.1], [0.1, 0.2, 0.0], [0.1, -0.1, 0.0], [-0.1, 0.2, -0.2], [0.0, -0.2, -0.1], [0.1, 0.1, -0.1], [0.1, -0.2, -0.3], [0.3, 0.1, 0.1], [-0.1, 0.1, -0.5], [-0.3, 0.0, 0.1], [0.6, -0.1, 0.4], [-0.4, 0.0, -0.1], [-0.2, -0.4, 0.0], [0.0, -0.1, 0.1], [-0.1, -0.1, -0.1], [-0.1, 0.1, -0.1], [-0.1, -0.1, 0.0], [-0.1, 0.1, -0.1], [0.1, 0.1, -0.1], [0.0, 0.1, 0.1], [0.2, 0.0, -0.1], [0.0, 0.0, 0.2], [0.1, 0.2, 0.0], [0.2, 0.1, 0.3], [0.2, 0.2, 0.1], [-0.1, 0.0, -0.5], [-0.3, 0.0, 0.1], [0.5, -0.1, 0.4], [-0.4, 0.0, -0.1], [-0.2, -0.4, 0.0], [0.0, -0.1, 0.1], [-0.1, -0.2, -0.1], [-0.1, 0.0, 0.0], [-0.1, -0.1, -0.1], [-0.1, 0.1, -0.1], [0.0, 0.1, -0.1], [0.0, 0.1, 0.1], [0.2, 0.0, -0.1], [0.0, 0.0, 0.2], [0.1, 0.2, 0.0], [0.1, 0.1, 0.3]]}



{"formula": "C2H6F2N2", "method": "the ωB97M-V functional and the def2-TZVPD basis", "energy_ha": -388.89128, "de_lowest_kcal_mol": 89.45, "lumo_energy_ha": 0.031, "gap_ha": 0.311, "fmax_ha_per_bohr": 0.0917, "elements": ["C", "C", "N", "N", "F", "F", "H", "H", "H", "H", "H", "H"], "coordinates": [[0.69576, 0.26769, -1.67969], [-1.20138, -0.42053, 1.49108], [0.81483, 0.68479, -0.33937], [0.76603, 0.08228, 0.82670], [-1.06482, -0.41072, 2.81427], [-1.63958, -1.72870, 1.13887], [0.97708, -0.87490, -1.71952], [-0.36633, 0.53027, -1.97611], [1.44530, 0.85161, -2.30655], [-1.95378, 0.26748, 1.20599], [0.73660, 1.73713, -0.19034], [0.79028, -0.98642, 0.73467]], "atomic_forces_ev_per_a": [[-0.1, -1.6, -1.0], [2.1, -1.4, -0.7], [0.9, 3.9, 1.4], [-3.0, -3.4, 1.1], [0.1, -0.1, 0.4], [0.7, 1.5, 0.2], [-0.9, 2.2, -0.3], [1.1, -0.9, -0.5], [-1.0, -0.8, 0.6], [-0.8, 0.8, -0.6], [0.3, -2.1, -0.4], [0.6, 1.9, -0.3]]}